Density functional theory data (ωB97M-V/def2-TZVPD) for a structure of composition C3H10NPS2 at a distorted geometry.

For the energy above the lowest of the compared OMol25 structures with the same formula, charge and spin, the calculation gives 0.235 eV. For the calculated total energy, the calculation gives -1312.80389 Eh. As for the HOMO-LUMO gap: 7.959 eV. The HOMO energy comes out at -0.311 Ha. The value obtained for the LUMO energy is -0.018 hartree.

Structure (XYZ):
```
17
C3H10NPS2 (ωB97M-V/def2-TZVPD)
C -0.70190 1.87056 -0.77377
H -2.32366 1.15105 0.49390
H 0.38463 1.80189 -0.80123
H 3.11864 -1.97022 -0.72314
H 1.54029 -1.47577 -1.38612
H -0.95244 -0.84386 2.68708
H -0.98503 2.92094 -0.76570
S 2.04320 -0.35508 0.65143
C -1.22887 1.15921 0.45940
P -0.69028 -0.60087 0.41191
H 2.95103 -0.39539 -1.55131
H -1.24859 -2.26457 1.84960
S -1.12978 -1.63774 -1.15985
H -1.09732 1.40858 -1.67880
C 2.46061 -1.12757 -0.91481
H -0.84334 1.61017 1.37475
N -1.29719 -1.25132 1.82667
```